Entry from OMol25: 9 unconnected molecules or ions with the total composition C54H58N11O17P (ωB97M-V/def2-TZVPD).

The calculated total energy is -4314.16602 Ha. Its charge is +1. Its HOMO energy (spin up / spin down) is -11.199 / -11.199 eV. The value obtained for the max |F| is 5.42 eV/A. As for the multiplicity: 2.

The geometry in XYZ format:
```
141
Properties=species:S:1:pos:R:3:forces:R:3
C 1.438010 -1.668820 -6.517546 -0.06 3.02 1.87
C 1.077091 -1.481326 -5.147274 0.29 -1.67 -2.24
C 1.073114 -0.243847 -4.563456 -0.12 0.97 1.08
C 1.519225 0.882994 -5.230859 0.61 -0.10 -2.07
C 1.994384 0.793201 -6.559209 -0.96 -1.95 0.31
C 1.868475 -0.488484 -7.175530 -0.02 -0.71 0.11
N 1.551977 2.222981 -4.593679 0.47 -1.09 1.17
O 2.084527 3.098583 -5.208348 0.05 0.86 -0.66
O 1.159354 2.329175 -3.437471 -0.42 -0.23 -0.37
H 1.336736 -2.648373 -6.960955 0.22 0.15 -0.26
H 0.804234 -2.429164 -4.707326 -0.32 0.38 0.96
H 0.730699 -0.051353 -3.557421 -0.04 -0.41 0.17
H 2.392256 1.620477 -7.128158 -0.12 0.08 0.22
H 2.109739 -0.662475 -8.213764 0.31 0.62 -0.20
C 3.703161 -5.450624 3.639136 0.59 -0.51 0.44
C 4.786733 -6.319533 3.558186 -0.36 -0.08 -0.06
C 5.351757 -6.577170 2.341786 0.59 -0.19 -1.63
C 4.877232 -5.957818 1.180103 -1.01 -0.08 0.28
C 3.736454 -5.132404 1.248154 1.62 0.01 -0.43
C 3.220439 -4.839338 2.494433 -0.29 0.13 0.32
N 5.396833 -6.392741 -0.152890 -1.76 -1.06 -2.35
O 4.745829 -6.041770 -1.192844 1.79 -0.21 2.94
O 6.268030 -7.252247 -0.189843 -0.48 1.35 0.38
H 3.263530 -5.315027 4.616242 -0.19 0.27 -0.14
H 5.194493 -6.903331 4.370163 -0.29 0.30 0.44
H 6.122968 -7.329601 2.267792 0.19 0.13 -0.15
H 3.372525 -4.658177 0.348664 -0.13 -0.11 -0.02
H 2.422169 -4.117662 2.585818 -0.27 -0.07 -0.12
C 2.182162 -4.608217 7.875657 -1.52 -0.61 -1.00
C 2.840254 -3.859970 6.915575 0.14 0.59 0.10
C 2.196293 -3.356417 5.782532 -0.29 -0.49 0.56
C 0.853876 -3.715592 5.561401 0.27 1.60 -0.48
C 0.137770 -4.431223 6.487873 0.83 -1.59 1.12
C 0.842778 -4.942257 7.609721 0.08 0.76 -0.16
N 0.132103 -3.138554 4.354339 -1.73 -2.74 -0.71
O -0.836575 -3.808199 3.894145 2.09 1.57 1.50
O 0.546965 -2.137465 3.830269 0.33 0.51 0.25
H 2.647925 -5.003159 8.766439 0.21 0.13 -0.05
H 3.874515 -3.602434 7.089862 0.12 0.09 -0.15
H 2.791411 -2.712459 5.152024 -0.40 -0.03 -0.41
H -0.885301 -4.760046 6.380219 -0.06 0.35 -0.39
H 0.326873 -5.577281 8.314697 -0.20 0.04 -0.01
C 1.866044 6.631770 4.264796 0.81 0.24 -0.07
C 1.399029 5.340906 4.561907 0.95 0.33 -0.37
C 2.214555 4.245847 4.308928 2.63 -0.05 -1.52
C 3.552467 4.475448 3.773920 -1.12 0.67 0.84
C 3.970825 5.784402 3.506643 0.93 -0.78 0.57
C 3.158958 6.866675 3.729024 -2.30 -0.64 0.33
N 4.580384 3.341261 3.704506 -2.18 -0.47 0.50
O 5.730671 3.583065 3.924588 0.28 0.40 -0.29
O 4.102259 2.214875 3.545898 0.34 0.89 -0.12
H 1.249459 7.477827 4.530145 -0.13 0.09 -0.11
H 0.434368 5.216732 5.031382 -0.10 -0.06 -0.04
H 1.947428 3.205305 4.419885 -0.22 0.01 0.37
H 4.990649 6.076886 3.304632 0.27 -0.79 -0.49
H 3.522664 7.843223 3.445339 -0.18 0.15 0.32
C -3.057687 -3.828455 -3.991727 0.30 0.70 1.24
C -1.960552 -4.510712 -3.471486 -0.25 -0.26 -1.83
C -1.746981 -5.803644 -3.952957 -0.59 -1.34 -0.02
C -2.664801 -6.448167 -4.858450 0.50 1.53 2.01
C -3.787781 -5.712057 -5.225168 0.03 -1.09 -1.18
C -3.997636 -4.429395 -4.775014 0.27 0.31 -0.55
N -2.510530 -7.860865 -5.335404 -0.53 0.29 -1.85
O -3.521190 -8.466042 -5.650683 -0.51 0.55 0.85
O -1.419430 -8.292764 -5.621149 1.05 0.52 0.96
H -3.204178 -2.786438 -3.748551 0.08 0.11 0.20
H -1.220098 -3.954396 -2.915934 -0.01 -0.40 0.40
H -0.934987 -6.361617 -3.510550 0.24 -0.21 -0.37
H -4.423277 -6.074870 -6.019475 -0.27 -0.43 0.25
H -4.791858 -3.804497 -5.155985 -0.28 -0.29 -0.09
C -0.428463 7.396443 0.437850 -0.38 -2.11 1.24
C 0.110309 6.275483 1.116488 -0.09 2.01 0.34
C 1.168141 5.572550 0.611406 -0.31 -1.35 -1.78
C 1.492380 5.779809 -0.746641 -0.42 0.04 0.70
C 0.883168 6.847861 -1.440303 2.57 -2.11 -1.06
C -0.057183 7.615982 -0.865064 -0.87 1.87 0.80
N 2.431927 4.818900 -1.419241 1.96 0.15 -2.74
O 3.078068 4.000828 -0.763844 -1.41 1.02 0.17
O 2.614246 4.930835 -2.663114 -1.14 0.28 3.05
H -1.206955 7.901572 0.990296 -0.03 0.56 -0.40
H -0.194101 6.094088 2.136708 -0.10 -0.06 0.12
H 1.513276 4.708647 1.159999 0.56 0.03 -0.05
H 1.251008 7.094292 -2.425378 -0.12 -0.28 -0.21
H -0.417052 8.484276 -1.397016 -0.20 -0.04 -0.10
C -4.318642 -1.561594 -7.371752 0.55 0.59 -0.36
C -2.986991 -1.421933 -7.062304 1.73 0.46 0.50
C -2.487713 -0.761718 -5.924913 -2.99 -0.52 1.43
C -3.506217 -0.347539 -4.963234 0.03 -1.54 -2.88
C -4.887421 -0.465630 -5.311215 1.58 0.09 1.22
C -5.233166 -1.021811 -6.497750 -1.04 -0.06 -1.08
N -3.116429 0.198028 -3.720853 1.79 2.73 1.67
O -3.857916 1.063792 -3.226789 0.36 -1.35 -0.11
O -1.969183 -0.016299 -3.267265 -1.99 -0.34 -0.80
H -4.530057 -1.949711 -8.357183 -0.52 -0.24 0.16
H -2.241599 -1.806813 -7.742489 0.02 -0.04 -0.18
H -1.429418 -0.719338 -5.713661 -0.05 0.24 0.08
H -5.774362 -0.256816 -4.731447 0.67 0.67 0.83
H -6.285819 -0.912595 -6.713125 -0.12 -0.61 -0.38
C 1.909892 1.328268 0.711334 -1.14 2.32 -2.25
C 0.948315 1.319002 -0.380817 0.47 -2.07 2.14
C 0.314139 0.073914 -0.628535 0.80 1.70 0.41
C 0.681770 -1.004087 0.169501 0.98 -0.45 0.66
C 1.631797 -0.962239 1.208113 -1.45 -0.15 -1.13
C 2.217365 0.261713 1.471773 -0.19 -2.04 1.17
N 0.137384 -2.305383 -0.179249 -1.14 -2.78 -1.59
O 0.146319 -3.281533 0.601908 0.29 2.47 -1.06
O -0.308050 -2.410628 -1.353359 0.67 0.33 2.19
H 2.454156 2.231675 0.943786 -0.17 0.39 -0.15
H 0.618012 2.207308 -0.898710 0.45 0.02 -0.18
H -0.432402 -0.012240 -1.404199 -0.01 -0.16 0.00
H 1.822301 -1.860543 1.776579 0.05 0.08 -0.03
H 2.818472 0.291046 2.368559 0.49 0.50 -0.25
O -4.756734 1.819820 2.756765 1.75 1.26 -0.36
P -3.393459 2.117107 2.228538 -0.71 -2.86 -0.06
N -3.361196 3.264269 0.984094 0.45 0.98 -0.62
C -2.199896 3.428358 0.100374 0.06 -0.39 0.50
C -4.341025 4.320074 0.752065 -0.94 -0.22 0.65
N -2.604427 0.737585 1.510468 0.41 4.43 3.10
C -3.151150 0.267976 0.307683 -1.70 -1.28 -0.54
C -2.297185 -0.351204 2.430713 -0.43 -0.02 0.31
N -2.323241 2.952555 3.294653 0.63 -0.06 -1.24
C -0.833238 2.841538 3.139069 -1.27 -0.24 -0.15
C -2.894897 4.071326 4.074143 -0.68 -1.59 -0.12
H -1.335967 2.883049 0.480350 -0.14 -0.14 -0.13
H -1.952171 4.488464 0.046594 -0.04 -0.02 -0.24
H -2.497469 3.012362 -0.862176 0.24 0.16 -0.28
H -5.166460 4.270895 1.462228 0.16 -0.15 0.13
H -4.798938 4.209805 -0.230922 0.18 -0.29 -0.24
H -3.911416 5.321738 0.766038 0.38 -0.11 0.17
H -4.097932 -0.216534 0.546309 -0.17 -0.78 -0.01
H -3.538836 0.990049 -0.410932 1.20 0.23 -0.35
H -2.416889 -0.492864 0.042958 -0.37 0.13 -1.34
H -3.180438 -0.962970 2.614342 -0.17 -0.16 -0.14
H -1.534596 -0.977612 1.967934 0.22 0.05 0.36
H -2.024059 0.031348 3.414148 0.50 -0.03 -0.11
H -0.674623 1.953131 2.527771 0.41 -0.12 0.38
H -0.366708 3.676418 2.616166 -0.33 0.36 -0.04
H -0.400410 2.799297 4.138561 0.00 -0.29 -0.06
H -2.875984 5.027234 3.550707 0.45 0.05 0.17
H -2.443618 4.033623 5.065624 0.20 0.50 -0.14
H -3.932142 3.762147 4.203168 -0.19 0.40 0.19
```
Forces are in eV/Å.

Entry from OMol25: a molecular structure, C17H18IN5OPdS (ωB97M-V/def2-TZVPD).

The calculated total energy is -1830.93986 Ha. Its charge is +2. The energy above the lowest of the compared OMol25 structures with the same formula, charge and spin comes out at 0.0 kcal per mole. Its HOMO energy is -13.248 eV. The value obtained for the max |F| is 1.08 eV/A.

The geometry in XYZ format:
```
44
Properties=species:S:1:pos:R:3:forces:R:3
Pd -0.813281 0.233473 0.283360 0.91 -0.12 0.57
N -1.288752 2.205557 0.941076 -0.35 -0.16 -0.33
C -0.898944 3.124736 -0.126784 0.14 0.12 -0.01
C -1.084213 4.475264 -0.058352 -0.09 -0.05 0.02
C -0.668912 5.302184 -1.122618 -0.01 0.01 -0.04
C -0.088290 4.762477 -2.234668 -0.01 0.00 0.00
C 0.123333 3.366333 -2.325611 0.04 -0.01 0.07
C 0.678150 2.729695 -3.458056 -0.03 -0.04 -0.01
C 0.813198 1.368184 -3.476532 0.03 0.04 0.01
C 0.431835 0.627286 -2.351405 0.15 0.02 0.06
N -0.060812 1.197071 -1.266824 -0.07 0.16 -0.01
C -0.256705 2.555105 -1.240098 -0.15 0.03 -0.08
H -0.702963 2.402237 1.750097 -0.07 -0.15 0.08
H -2.253852 2.352758 1.231882 0.00 0.10 -0.09
H -1.561217 4.917483 0.808115 -0.01 0.00 0.00
H -0.828844 6.368711 -1.053192 0.00 0.00 0.00
H 0.207765 5.391966 -3.063161 0.01 0.01 0.00
H 0.973392 3.326631 -4.311575 0.01 0.00 0.00
H 1.214558 0.848922 -4.333939 0.00 0.00 -0.01
H 0.549214 -0.447303 -2.325547 -0.02 0.01 -0.04
N 3.124579 -5.673271 -0.118047 -0.08 -0.05 -0.01
C 3.528098 -4.401383 -0.016323 0.31 -0.01 0.01
S 5.111811 -3.980455 0.055940 -0.13 -0.03 -0.01
C 2.448556 -3.357493 0.029361 -0.11 0.10 0.01
C 2.806093 -2.013218 0.136624 -0.02 -0.01 -0.01
C 1.834734 -1.042034 0.171981 0.03 -0.01 0.02
N 0.523820 -1.338734 0.119840 -0.45 -0.09 -0.43
C 0.162146 -2.621110 0.014916 -0.09 -0.03 0.06
C 1.087176 -3.647099 -0.032588 0.02 0.04 0.01
H 3.828977 -6.393446 -0.153240 0.00 0.01 0.00
H 2.164304 -5.960732 -0.167830 0.01 0.00 0.00
H 3.852948 -1.747826 0.186919 0.00 0.00 0.01
H 2.096288 0.004819 0.242799 0.00 0.00 0.02
H -0.899545 -2.822664 -0.020953 0.00 0.00 -0.01
H 0.701313 -4.651819 -0.119557 0.01 -0.01 0.00
N -1.968060 -0.125887 3.630884 -0.03 0.02 0.04
C -2.495514 -0.828585 2.636542 0.20 0.09 0.20
O -1.926291 -0.935634 1.527535 -0.16 0.06 -0.08
C -3.799187 -1.520475 2.857590 -0.02 0.02 -0.04
I -5.349984 -0.045671 2.835989 0.05 -0.05 -0.02
H -1.044874 0.270032 3.546108 -0.03 -0.05 0.01
H -2.447716 -0.036392 4.513455 0.02 -0.01 0.02
H -3.836959 -2.032182 3.814906 -0.02 0.03 0.02
H -3.987372 -2.207512 2.040980 -0.01 -0.01 0.02
```
Forces are in eV/Å.